Molecular formula: CH39NO18
Method: DFT, the ωB97M-V functional and the def2-TZVPD basis

Last column: Löwdin charge in e.
Atoms and positions in Å:
N1 1.2031 -0.2270 1.0688  0.336
C1 0.9547 -0.1657 -0.3424  -0.220
O1 2.1632 0.3490 -0.9368  0.019
H1 1.8950 -0.8777 1.4273  0.133
H2 1.3170 0.6561 1.5902  0.093
H3 0.8614 -1.1186 -0.8402  0.104
H4 0.1412 0.5167 -0.5905  0.128
H5 2.4741 1.0022 -0.2788  0.067
H6 3.6569 -0.3019 0.4173  -0.008
H7 4.0062 -1.0981 1.5249  0.054
O2 4.2485 -0.2138 1.1942  -0.030
H8 -3.9211 0.8288 1.1541  0.066
H9 -2.8955 1.7285 1.1824  0.000
O3 -3.8308 1.7707 0.9184  -0.045
H10 -2.6865 -2.4865 3.2463  0.069
H11 -2.9719 -2.6988 1.7887  0.030
O4 -3.0251 -2.0024 2.4791  -0.062
H12 -0.4643 3.1562 1.3627  0.032
H13 -1.1048 2.6183 0.1021  0.017
O5 -1.2823 3.2044 0.8492  -0.022
H14 -1.0316 0.0595 1.1695  0.019
H15 -2.2224 -0.4636 2.0095  0.043
O6 -1.7025 0.3490 1.7973  -0.056
H16 2.4589 1.8196 3.8094  0.073
H17 1.2210 0.8349 4.0375  0.032
O7 1.6293 1.4783 3.4394  -0.073
H18 1.0039 -4.2808 0.0451  0.055
H19 0.3396 -3.1130 0.6611  0.013
O8 0.2587 -4.0721 0.6282  -0.037
H20 -1.5452 1.1097 -3.8887  0.081
H21 -1.7395 1.2656 -2.4513  -0.002
O9 -1.1264 0.7944 -3.0771  -0.099
H22 3.1168 -2.6938 -1.5489  0.050
H23 3.8670 -2.0529 -0.4368  0.038
O10 3.0266 -2.4968 -0.6057  -0.044
H24 -0.4020 3.7134 -2.5721  0.069
H25 0.8778 3.8037 -1.9817  0.054
O11 0.3682 3.1306 -2.4618  -0.056
H26 1.0334 1.4438 -3.6807  0.003
H27 2.0177 0.4087 -3.2385  0.002
O12 1.5434 0.6857 -4.0321  -0.059
H28 0.7763 -3.0801 -3.4695  0.068
H29 0.9396 -1.6381 -3.2103  0.030
O13 1.2918 -2.4903 -2.9026  -0.041
H30 -3.5822 0.6260 -1.7282  0.079
H31 -3.5139 1.6003 -0.6958  0.020
O14 -3.1445 1.4969 -1.6264  -0.083
H32 2.9733 2.7491 1.6131  0.072
H33 1.8117 3.3981 0.8339  0.072
O15 2.3018 2.5730 0.9472  -0.028
H34 -1.0644 1.1803 4.7491  0.066
H35 -0.6596 0.5245 3.3772  -0.014
O16 -0.7041 0.3930 4.3330  -0.054
H36 -1.9979 -2.3177 -0.5287  -0.016
H37 -1.6352 -3.7009 0.2159  0.013
O17 -2.3415 -3.0617 0.0421  -0.093
H38 -1.2738 -2.1586 -2.4565  0.072
H39 -1.1258 -0.6996 -1.9656  0.006
O18 -1.5924 -1.5330 -1.7991  -0.036

Cartesian forces (eV/Å) of the 6 atoms listed first:
1.1 0.5 -0.4
0.1 0.4 -1.6
-0.1 -0.2 1.8
-0.2 -0.7 -0.1
-0.5 0.5 0.5
-0.4 -0.6 0.4

Computed properties:
- HOMO energy (spin up / spin down): -13.5 / -13.5 eV
- LUMO level (spin up / spin down): -0.121 / -0.324 Ha
- Frontier orbital gap (spin up / spin down): 10.17 / 4.64 eV
- Spin multiplicity: 2
- Charge: +1
- Largest force on an atom: 2.1 eV/Å
- <S²>: 0.757

Molecular formula: CH3BBr2O2
Method: DFT, the ωB97M-V functional and the def2-TZVPD basis

Last column: Löwdin charge in e.
Atoms and positions in Å:
B1 0.4540 -0.0744 0.4240  -1.003
C1 1.9452 0.0003 -0.0419  -1.006
O1 0.0564 -1.2390 0.8478  0.179
O2 -0.1807 1.1259 0.4193  0.131
Br1 3.0628 1.6310 0.0209  0.562
Br2 3.0631 -1.5527 -0.0449  0.655
H1 1.5100 0.4079 -1.7943  0.202
H2 -0.8960 -1.3227 1.0804  0.148
H3 -1.0852 1.4868 0.5232  0.132

Cartesian forces (eV/Å) of the 6 atoms listed first:
0.6 2.7 -0.2
1.0 1.4 -4.5
-2.3 -2.6 0.9
-0.8 1.2 -0.1
-0.7 -0.7 0.6
-0.5 0.4 0.1

Computed properties:
- ΔE to the lowest compared entry with this formula, charge and spin: 315.1 kJ/mol
- HOMO energy: -9.0 eV
- LUMO level: -0.017 Ha
- Frontier orbital gap: 8.53 eV
- Largest force on an atom: 4.8 eV/Å

Molecular formula: CH3BCl2O3
Method: DFT, the ωB97M-V functional and the def2-TZVPD basis

Last column: Löwdin charge in e.
Atoms and positions in Å:
B1 -0.2861 -0.9034 -0.0205  -0.776
C1 0.2435 1.5520 -0.1647  -1.062
O1 -1.0501 -1.7391 -0.7482  0.247
O2 0.6972 -1.0728 0.9454  0.179
O3 -0.5590 0.4446 -0.3764  -0.033
Cl1 -0.0349 2.2205 1.4846  0.606
Cl2 -0.1538 2.7079 -1.4734  0.610
H1 1.2281 1.4236 -0.2865  0.016
H2 -0.9829 -2.6076 -0.4084  0.091
H3 0.8980 -2.0257 1.0482  0.122

Cartesian forces (eV/Å) of the 6 atoms listed first:
0.6 3.2 0.1
-4.2 -0.1 0.2
0.1 0.3 0.1
-0.7 -1.6 -0.8
0.6 -0.3 0.2
0.1 0.0 -0.5

Computed properties:
- ΔE to the lowest compared entry with this formula, charge and spin: 0.0 kJ/mol
- SMILES: OB(O)OC(Cl)Cl
- HOMO energy: -10.8 eV
- LUMO level: -0.004 Ha
- Frontier orbital gap: 10.72 eV
- Largest force on an atom: 4.2 eV/Å

Molecular formula: CH3Br
Method: DFT, the ωB97M-V functional and the def2-TZVPD basis

Last column: Löwdin charge in e.
Atoms and positions in Å:
C1 1.0669 0.7404 0.1297  -0.530
Br1 2.5814 -0.3618 -0.1086  0.531
H1 -0.4106 -1.7814 -0.5810  0.084
H2 0.5747 0.6818 1.0733  -0.036
H3 0.2591 0.6928 -0.5812  -0.048

Force components x, y, z for each atom (eV/Å):
-0.4 -0.9 -0.1
-0.6 0.6 0.0
-0.1 0.0 0.0
0.6 0.2 1.2
0.5 0.1 -1.1

Computed properties:
- ΔE to the lowest compared entry with this formula, charge and spin: 451.0 kJ/mol
- HOMO energy (spin up / spin down): -9.0 / -10.6 eV
- LUMO level (spin up / spin down): -0.003 / -0.021 Ha
- Frontier orbital gap (spin up / spin down): 8.94 / 10.02 eV
- Largest force on an atom: 1.3 eV/Å

Molecular formula: CH3Br2ClSi
Method: DFT, the ωB97M-V functional and the def2-TZVPD basis

Last column: Löwdin charge in e.
Atoms and positions in Å:
C1 1.0750 -0.0641 -0.2451  -0.290
Si1 -0.7426 0.2446 0.2052  -0.386
Cl1 -1.2056 0.3939 2.1716  0.286
Br1 -1.5190 1.9768 -0.9130  0.358
Br2 -1.9157 -2.2109 -0.3757  -0.089
H1 1.2233 -1.0372 -0.7418  0.025
H2 1.4574 0.8326 -0.8452  0.049
H3 1.6273 -0.1358 0.7439  0.045

Cartesian forces (eV/Å) of the 6 atoms listed first:
0.3 0.8 0.9
-0.2 -2.3 -0.9
0.1 0.1 -0.2
-0.1 -0.5 0.2
1.1 2.5 0.4
-0.2 0.6 0.0

Computed properties:
- ΔE to the lowest compared entry with this formula, charge and spin: 100.0 kJ/mol
- SMILES: C[Si](Cl)(Br)Br
- HOMO energy: -9.9 eV
- LUMO level: -0.031 Ha
- Frontier orbital gap: 9.05 eV
- Largest force on an atom: 2.8 eV/Å

Molecular formula: CH3Br2P
Method: DFT, the ωB97M-V functional and the def2-TZVPD basis

Last column: Löwdin charge in e.
Atoms and positions in Å:
C1 1.7433 -0.1515 0.2383  -1.255
P1 -0.2289 0.0507 -1.2779  0.715
Br1 2.7798 1.5106 -0.0268  0.466
Br2 2.8044 -1.6851 -0.0916  0.553
H1 1.3222 -0.3444 1.1669  -0.084
H2 0.7260 0.4397 -2.1451  -0.221
H3 -0.8888 1.3097 -1.1640  -0.174

Cartesian forces (eV/Å) of the 6 atoms listed first:
-1.0 1.3 -3.2
0.9 -1.7 2.1
-0.7 -0.9 0.5
-0.2 -0.1 -0.5
-0.6 0.6 1.7
0.9 0.6 -1.2

Computed properties:
- ΔE to the lowest compared entry with this formula, charge and spin: 396.9 kJ/mol
- HOMO energy: -9.0 eV
- LUMO level: -0.032 Ha
- Frontier orbital gap: 8.12 eV
- Largest force on an atom: 3.6 eV/Å

Molecular formula: CH3Br3OSi
Method: DFT, the ωB97M-V functional and the def2-TZVPD basis

Last column: Löwdin charge in e.
Atoms and positions in Å:
C1 0.6212 0.1227 0.3055  -0.063
O1 -0.1080 1.3364 0.4676  -0.375
Si1 -0.1519 2.8312 0.0576  -0.666
Br1 0.9422 3.4606 -2.1592  0.075
Br2 -2.3410 3.1235 -0.2037  0.356
Br3 0.6215 4.2500 1.4583  0.425
H1 1.3361 0.0906 1.0487  0.065
H2 1.1894 0.2778 -0.5796  0.072
H3 -0.0245 -0.7732 0.2504  0.113

Cartesian forces (eV/Å) of the 6 atoms listed first:
-1.0 0.6 -1.3
0.0 -1.8 0.6
-0.6 1.7 -2.9
-1.0 -0.9 2.3
0.4 0.3 -0.1
0.4 0.4 0.5

Computed properties:
- ΔE to the lowest compared entry with this formula, charge and spin: 65.3 kJ/mol
- SMILES: CO[Si](Br)(Br)Br
- HOMO energy: -10.3 eV
- LUMO level: -0.008 Ha
- Frontier orbital gap: 10.08 eV
- Largest force on an atom: 3.4 eV/Å

Molecular formula: CH3BrCl2Si
Method: DFT, the ωB97M-V functional and the def2-TZVPD basis

Last column: Löwdin charge in e.
Atoms and positions in Å:
C1 0.5016 -0.1557 -0.6177  -0.670
Si1 -1.2339 0.6886 0.5153  -0.317
Cl1 -2.7716 -0.5567 0.2417  0.284
Cl2 -1.3509 2.5101 -0.2323  0.349
Br1 1.9365 0.8528 0.2213  0.490
H1 0.7159 -1.1353 -0.4818  -0.062
H2 0.5224 0.2798 -1.6493  0.007
H3 -1.1758 0.3720 1.8741  -0.081

Cartesian forces (eV/Å) of the 6 atoms listed first:
-2.7 5.3 0.6
3.1 -2.7 -2.6
-1.4 -0.5 -0.8
-0.3 1.1 -0.1
0.5 0.1 0.4
0.4 -3.0 0.1

Computed properties:
- ΔE to the lowest compared entry with this formula, charge and spin: 98.8 kJ/mol
- SMILES: Cl[SiH](Cl)CBr
- HOMO energy: -9.5 eV
- LUMO level: 0.022 Ha
- Frontier orbital gap: 10.11 eV
- Largest force on an atom: 6.0 eV/Å

Molecular formula: CH3BrClN
Method: DFT, the ωB97M-V functional and the def2-TZVPD basis

Last column: Löwdin charge in e.
Atoms and positions in Å:
C1 0.7392 -0.5215 -0.3286  -1.074
N1 -0.2922 0.0978 0.3303  -0.062
Cl1 1.1511 -2.3120 0.0245  0.400
Br1 2.5606 0.4390 0.0267  0.464
H1 0.6749 -0.4338 -1.4781  0.076
H2 -0.1315 0.3041 1.2993  0.070
H3 -1.1184 -0.5783 0.2229  0.127

Cartesian forces (eV/Å) of the 6 atoms listed first:
3.1 0.2 -2.3
-2.1 -1.7 -0.4
-0.6 0.9 -0.1
-1.6 -0.5 -0.2
-0.1 -0.4 2.1
0.2 -0.2 0.4

Computed properties:
- ΔE to the lowest compared entry with this formula, charge and spin: 42.7 kJ/mol
- SMILES: N[C@H](Cl)Br
- HOMO energy: -10.2 eV
- LUMO level: 0.013 Ha
- Frontier orbital gap: 10.58 eV
- Largest force on an atom: 3.9 eV/Å

Molecular formula: CH3BrFOP
Method: DFT, the ωB97M-V functional and the def2-TZVPD basis

Last column: Löwdin charge in e.
Atoms and positions in Å:
C1 -0.0743 -0.1314 0.2237  -0.119
O1 -1.1232 -0.6461 1.0221  -0.434
F1 -2.6046 -2.0193 2.0325  -0.297
P1 -2.5038 -1.3513 0.5985  1.009
Br1 -0.1548 -3.0686 -1.9798  -0.285
H1 0.2901 -0.8357 -0.3175  -0.066
H2 0.6146 0.1557 1.0265  0.115
H3 -0.3117 0.6952 -0.3500  0.077

Cartesian forces (eV/Å) of the 6 atoms listed first:
-0.6 3.2 5.1
-2.3 -0.5 -0.6
-0.8 -0.2 -0.6
2.4 0.0 0.9
-0.6 0.4 0.6
2.4 -4.7 -3.6

Computed properties:
- ΔE to the lowest compared entry with this formula, charge and spin: 390.1 kJ/mol
- HOMO energy (spin up / spin down): -9.5 / -8.2 eV
- LUMO level (spin up / spin down): -0.070 / -0.120 Ha
- Frontier orbital gap (spin up / spin down): 7.60 / 4.89 eV
- Largest force on an atom: 6.4 eV/Å